Entry 1:
Entry from OMol25: a molecular structure, C5H9FIPt in a non-equilibrium geometry (the ωB97M-V functional and the def2-TZVPD basis).

Summary:
Total charge   +1
Gap between HOMO and LUMO   4.3 eV
E_HOMO   -0.430 Eh

The geometry in XYZ format:
```
17
Properties=species:S:1:pos:R:3:lowdin_charge:R:1
C 1.499 0.673 -0.251 -0.189
C 1.004 -0.650 0.409 -0.287
C -0.085 -1.279 -0.359 -0.414
I 0.427 -1.395 -2.408 1.194
C -1.474 -0.723 -0.264 -0.233
C -1.750 0.103 0.983 -0.192
F -3.015 0.619 0.803 -0.014
H 0.671 1.233 -0.670 0.070
H 1.923 1.282 0.550 0.092
H 2.279 0.476 -0.981 0.048
H 1.856 -1.326 0.384 0.126
H 0.777 -0.507 1.457 0.123
H -2.158 -1.577 -0.228 0.152
H -1.721 -0.188 -1.166 0.098
H -1.797 -0.514 1.873 0.137
H -1.082 0.950 1.093 0.124
Pt 2.646 2.825 -1.222 0.163
```

=====

Entry 2:
Entry from OMol25: a molecular structure, C22H25BBaF5N9O5S2Te in a non-equilibrium geometry (the ωB97M-V functional and the def2-TZVPD basis).

Summary:
Total charge   -2
Gap between HOMO and LUMO   5.3 eV
E_HOMO   -0.046 Eh

The geometry in XYZ format:
```
71
Properties=species:S:1:pos:R:3:lowdin_charge:R:1
Ba -1.502 1.291 -1.743 2.066
O -2.006 3.318 1.865 0.049
C -1.932 2.658 3.037 -0.270
C -2.334 3.350 4.183 -0.031
C -2.249 2.751 5.424 -0.118
C -1.759 1.453 5.542 -0.120
C -1.366 0.774 4.401 -0.044
C -1.452 1.346 3.133 -0.062
C -0.977 0.605 1.897 -0.459
O -1.148 1.194 0.787 -0.287
N -0.417 -0.540 2.167 0.120
N 0.339 -1.228 1.101 -0.010
C -0.292 -1.411 -0.231 -0.112
C -0.113 -2.586 -0.929 -0.298
C 0.849 -3.599 -0.582 -0.062
C 1.006 -4.704 -1.373 -0.140
C 0.221 -4.882 -2.516 -0.144
C -0.734 -3.893 -2.743 -0.219
N -0.938 -2.812 -2.021 0.072
H -1.711 2.645 1.196 0.051
H -2.710 4.356 4.055 0.108
H -2.561 3.300 6.305 0.088
H -1.683 0.976 6.511 0.083
H -0.973 -0.231 4.461 0.100
H -1.237 -0.914 -0.322 0.032
H 1.454 -3.505 0.313 0.064
H 1.752 -5.446 -1.095 0.090
H 0.322 -5.728 -3.182 0.063
H -1.406 -4.007 -3.596 0.085
C 4.528 -3.632 -1.906 -0.063
N 4.017 -3.018 -0.705 -0.143
C 3.970 -3.628 0.530 -0.089
C 3.299 -2.789 1.339 -0.121
N 2.908 -1.670 0.607 0.045
B 1.864 -0.754 1.354 -0.499
N 2.062 0.796 1.424 0.084
C 2.387 1.254 2.704 -0.081
C 2.312 2.593 2.729 -0.069
N 1.940 2.984 1.460 -0.137
C 1.656 4.341 1.062 -0.063
C 1.795 1.904 0.641 -0.743
S 1.434 2.046 -0.977 0.562
C 3.393 -1.806 -0.670 -0.785
S 3.368 -0.702 -1.931 0.574
H 5.342 -4.306 -1.637 0.079
H 4.888 -2.849 -2.571 0.043
H 3.737 -4.185 -2.416 0.083
H 4.411 -4.591 0.715 0.107
H 3.054 -2.880 2.379 0.104
H 2.001 -1.117 2.495 0.096
H 0.369 -2.156 1.527 0.137
H 2.616 0.562 3.489 0.102
H 2.474 3.298 3.524 0.106
H 1.635 4.957 1.960 0.083
H 0.687 4.387 0.563 0.074
H 2.411 4.713 0.368 0.080
N -2.568 -0.315 -3.137 -0.200
N -2.725 0.811 -4.128 -0.180
C -1.323 1.486 -4.665 -0.708
O -1.389 1.696 -5.847 0.069
O -0.495 1.622 -3.748 -0.309
H -2.852 -1.210 -3.517 0.092
H -3.280 -0.067 -2.411 0.010
H -3.243 0.547 -4.958 0.102
F -4.683 4.140 -2.732 -0.415
Te -4.279 2.316 -3.096 1.809
F -4.706 2.643 -4.877 -0.356
F -6.118 2.369 -2.578 -0.426
F -2.648 3.292 -3.475 -0.441
F -5.039 0.560 -3.507 -0.437
O -3.653 1.828 -1.420 -0.870
```

=====

Entry 3:
Entry from OMol25: 3 unconnected molecules or ions with the total composition C2H10O2 in a non-equilibrium geometry (the ωB97M-V functional and the def2-TZVPD basis).

Summary:
Total charge   0
SMILES   CC.O.O
Gap between HOMO and LUMO   12.3 eV
Energy above the lowest of the compared OMol25 structures with the same formula, charge and spin   31.4 kJ/mol
E_HOMO   -0.428 Eh

The geometry in XYZ format:
```
14
Properties=species:S:1:pos:R:3:lowdin_charge:R:1
C 0.114 2.379 -1.924 -0.185
C 0.538 1.147 -1.161 -0.180
H -0.963 2.592 -1.879 0.066
H 0.397 2.314 -2.973 0.061
H 0.591 3.273 -1.537 0.056
H 1.613 1.142 -1.024 0.060
H 0.007 1.036 -0.216 0.059
H 0.242 0.242 -1.712 0.063
H 2.177 -1.231 4.525 0.030
H 1.812 0.257 4.441 0.030
O 2.545 -0.346 4.596 -0.060
H -2.374 -4.089 0.038 0.032
H -3.408 -4.364 -1.064 0.031
O -3.290 -4.352 -0.110 -0.063
```